[1]
{"formula": "C4H11N3O2", "method": "wB97M-V/def2-TZVPD", "smiles": "[H]/N=C(/C)O[C@](N)(O)NC", "spin_multiplicity": 1, "total_energy_ha": -473.7337, "orbital_gap_ev": 9.63, "max_force_ev_per_a": 2.81, "relative_energy_kcal_mol": 43.33, "symbols": ["C", "C", "N", "C", "N", "H", "H", "H", "H", "H", "H", "H", "H", "C", "N", "O", "O", "H", "H", "H"], "coordinates": [[1.19375, -1.17292, -1.32586], [0.91206, 2.14997, 1.37814], [-0.02454, -0.39449, -1.33499], [0.48885, 0.73154, 1.16502], [0.98238, -0.23198, 1.84340], [0.03669, 0.52936, -1.74087], [0.53033, -1.12022, 1.58288], [1.16152, -1.90872, -2.13585], [2.05656, -0.52516, -1.50783], [1.36281, -1.74121, -0.40918], [0.65918, 2.44667, 2.39892], [1.99353, 2.23450, 1.24393], [0.39236, 2.81942, 0.68928], [-0.97268, -0.45558, -0.25471], [-2.25612, -0.44307, -0.88052], [-0.91099, -1.65423, 0.45656], [-0.80271, 0.69294, 0.51477], [-1.66622, -2.13380, 0.07896], [-2.23270, 0.28290, -1.58806], [-2.90408, -0.10591, -0.17401]]}

***

[2]
{"formula": "C4H11N3O2", "method": "wB97M-V/def2-TZVPD", "smiles": "CC(=O)C(N)(N)N(C)O", "spin_multiplicity": 1, "total_energy_ha": -473.6958, "orbital_gap_ev": 9.83, "max_force_ev_per_a": 1.17, "relative_energy_kcal_mol": 67.09, "symbols": ["C", "C", "N", "N", "N", "H", "H", "H", "H", "H", "H", "H", "C", "C", "O", "O", "H", "H", "H", "H"], "coordinates": [[1.76374, -0.88649, -0.54480], [-0.04258, 0.75792, -0.05244], [0.04071, 2.12326, 0.42085], [-0.17120, 0.71190, -1.49574], [1.13644, 0.00908, 0.40331], [-1.06625, 1.11759, -1.74865], [0.98639, 2.35587, 0.69762], [-0.57362, 2.26571, 1.21727], [0.54744, 1.29943, -1.90673], [2.53233, -1.43781, -0.00532], [2.22592, -0.27986, -1.32048], [1.06939, -1.59018, -1.00939], [-1.70640, -1.23746, -0.04577], [-1.29692, 0.05275, 0.59173], [0.70761, -0.79520, 1.57403], [-1.91246, 0.60510, 1.46787], [1.14168, -0.37750, 2.33042], [-2.68724, -1.53410, 0.31721], [-1.70245, -1.15082, -1.12884], [-0.99252, -2.00921, 0.23786]]}

***

[3]
{"formula": "C4H11N3O2", "method": "wB97M-V/def2-TZVPD", "smiles": "[H]/N=C(/N)NC.CC(=O)O", "spin_multiplicity": 1, "total_energy_ha": -473.7649, "orbital_gap_ev": 9.97, "max_force_ev_per_a": 1.88, "relative_energy_kcal_mol": 23.76, "symbols": ["C", "C", "O", "O", "H", "H", "H", "C", "C", "N", "N", "N", "H", "H", "H", "H", "H", "H", "H", "H"], "coordinates": [[2.15716, 1.03972, -2.63664], [2.39083, 1.85904, -1.37869], [1.35901, 1.75496, -0.47505], [3.32580, 2.57727, -1.19140], [2.26040, 1.63379, -3.54037], [1.19669, 0.53016, -2.62824], [2.92794, 0.26487, -2.65980], [-1.33337, -2.25824, 2.09702], [-1.25124, -0.21990, 0.77981], [-0.04398, -0.32842, 0.37024], [-2.03570, -1.18837, 1.43741], [-1.88538, 0.98220, 0.69977], [0.44133, -1.07526, 0.83420], [1.13790, 0.79464, -0.53058], [-2.79730, -1.53203, 0.87136], [-2.87861, 0.97449, 0.81065], [-1.38240, 1.76141, 0.31789], [-0.62121, -2.76949, 1.44737], [-2.10269, -2.96327, 2.39678], [-0.86517, -1.83758, 2.97825]]}

***

[4]
{"formula": "C4H11N3O2", "method": "wB97M-V/def2-TZVPD", "smiles": "CN=C(N)N.CC(=O)O", "spin_multiplicity": 1, "total_energy_ha": -473.7519, "orbital_gap_ev": 9.91, "max_force_ev_per_a": 3.17, "relative_energy_kcal_mol": 31.90, "symbols": ["C", "C", "O", "O", "H", "H", "H", "C", "C", "N", "N", "N", "H", "H", "H", "H", "H", "H", "H", "H"], "coordinates": [[-1.64624, -3.09532, 0.59254], [-1.88108, -1.59855, 0.70732], [-0.79117, -0.97972, 1.22044], [-2.95497, -1.04856, 0.75377], [-0.60922, -3.31881, 0.87688], [-1.73424, -3.47705, -0.44082], [-2.49496, -3.53493, 1.10030], [2.11638, -0.00476, -0.37732], [0.49522, 1.71738, -0.40091], [0.79963, 0.50749, -0.10836], [1.40884, 2.62665, -0.99041], [-0.79468, 2.11696, -0.16074], [-0.06651, -0.48584, 0.54776], [2.01256, 3.16412, -0.39317], [0.96009, 3.21334, -1.68601], [-1.49361, 1.44956, 0.17550], [-0.88821, 3.06682, 0.18930], [2.89079, 0.27082, 0.34649], [2.43346, 0.46108, -1.35686], [2.23791, -1.05068, -0.59569]]}

***

[5]
{"formula": "C4H11N3O2", "method": "wB97M-V/def2-TZVPD", "total_charge": 1, "spin_multiplicity": 2, "total_energy_ha": -473.4358, "orbital_gap_ev": [11.86, 5.43], "max_force_ev_per_a": 2.80, "relative_energy_kcal_mol": 51.84, "symbols": ["C", "C", "N", "N", "N", "H", "H", "H", "H", "H", "H", "H", "H", "C", "C", "O", "O", "H", "H", "H"], "coordinates": [[-0.67280, -0.68340, 2.72158], [-0.94585, -1.42747, 0.36483], [-0.06838, -0.62240, -0.17074], [-1.32435, -1.42683, 1.64048], [-1.56061, -2.37103, -0.47685], [0.30874, 1.18630, 0.09404], [0.15483, -0.83693, -1.13504], [-2.27931, -1.71501, 1.78799], [-0.83347, -2.95375, -0.86940], [-2.32164, -2.82813, 0.00072], [0.31586, -1.14152, 2.81409], [-1.13976, -0.99260, 3.65087], [-0.56814, 0.37886, 2.52331], [1.76982, 2.59878, -2.32666], [1.42624, 1.68650, -1.21208], [0.42956, 1.98246, -0.44835], [1.97590, 0.57350, -1.07572], [0.79590, 3.07599, -2.44592], [1.93102, 2.26418, -3.34895], [2.60646, 3.25249, -2.08819]]}

***

[6]
{"formula": "C4H11N3OS", "method": "wB97M-V/def2-TZVPD", "spin_multiplicity": 1, "total_energy_ha": -796.5328, "orbital_gap_ev": 7.89, "max_force_ev_per_a": 4.52, "relative_energy_kcal_mol": 85.62, "symbols": ["C", "C", "C", "C", "N", "N", "N", "O", "S", "H", "H", "H", "H", "H", "H", "H", "H", "H", "H", "H"], "coordinates": [[-1.84478, -0.57346, 0.71212], [-1.36764, 0.75830, 0.24513], [-1.48019, -1.54904, -0.42908], [0.46064, 1.61445, -0.96007], [3.20866, 0.90809, 0.79774], [0.01864, 0.50042, -0.17718], [3.13849, -0.25327, 0.93867], [1.16334, -1.73190, -0.40778], [0.11552, -0.96514, -1.00727], [-1.28127, -0.96868, 1.50831], [-2.94936, -0.56289, 0.96964], [-1.87237, 1.00496, -0.79368], [-1.43189, 1.41879, 1.18658], [-1.43144, -2.56668, 0.04912], [-2.10630, -1.59087, -1.35850], [-0.16336, 1.82900, -1.93469], [0.36834, 2.65419, -0.38361], [1.47893, 1.58169, -1.15879], [2.40141, -0.75211, 0.47497], [3.57462, -0.75584, 1.72837]]}